--- w ---
Computed, not measured: 2 unconnected molecules or ions with the total composition C6H6N2O2, with ωB97M-V with the def2-TZVPD basis set.

Results
Frontier orbital gap, Eh: 0.365
SMILES string: O=c1cc[nH]c(=O)[nH]1.C#C
M, g mol⁻¹: 138.1
Highest occupied orbital energy, eV: -9.9

Each line ends with the Löwdin charge.
Geometry (Å):
O  -0.81  -3.16  0.57  0.00
C  -0.07  -2.32  -0.05  -0.41
C  1.20  -2.59  -0.49  -0.04
C  1.86  -1.53  -0.84  -0.15
N  1.37  -0.28  -0.97  0.07
C  0.24  0.11  -0.32  -0.42
O  -0.02  1.33  0.01  0.01
N  -0.71  -1.03  -0.35  0.19
H  1.58  -3.64  -0.37  0.16
H  3.02  -1.38  -1.00  0.17
H  2.34  0.36  -0.60  0.27
H  -1.68  -0.78  -0.09  0.16
C  -1.07  4.84  1.41  0.00
C  -2.18  4.77  1.04  -0.01
H  -0.16  5.14  1.83  0.01
H  -3.00  4.49  0.46  0.01



--- x ---
Computed, not measured: a single C6H6N2O2 molecule, with ωB97M-V with the def2-TZVPD basis set.

Results
Frontier orbital gap, Eh: 0.332
SMILES string: C=[N+]([O-])C(=O)n1cccc1
M, g mol⁻¹: 138.1
Highest occupied orbital energy, eV: -8.8

Each line ends with the Löwdin charge.
Geometry (Å):
C  -0.78  3.43  0.60  0.05
N  -0.93  2.14  0.70  -0.23
O  -0.72  1.49  1.76  -0.10
C  -1.63  0.95  -0.46  -0.21
O  -2.57  1.39  -1.03  0.18
N  -0.99  -0.25  -0.29  -0.03
C  -1.56  -1.52  -0.50  -0.03
C  -0.62  -2.41  -0.04  -0.08
C  0.55  -1.74  0.37  -0.04
C  0.26  -0.43  0.20  -0.09
H  -1.17  4.01  -0.28  0.10
H  -0.60  3.95  1.47  0.05
H  -2.52  -1.77  -1.01  0.14
H  -0.65  -3.48  -0.19  0.10
H  1.37  -2.06  0.89  0.08
H  0.78  0.51  0.31  0.12



Which of them is the least stable? Correct choice: x.



--- w ---
Computed, not measured: 2 unconnected molecules or ions with the total composition C9H14O, with ωB97M-V with the def2-TZVPD basis set.

Results
Frontier orbital gap, Eh: 0.344
SMILES string: Cc1ccc(O)cc1.CC
M, g mol⁻¹: 138.2
Highest occupied orbital energy, eV: -8.6

Each line ends with the Löwdin charge.
Geometry (Å):
C  0.50  -1.26  3.00  -0.06
C  0.79  -0.87  1.57  -0.28
C  -0.23  -0.35  0.78  -0.04
C  0.01  0.10  -0.51  -0.01
C  1.29  -0.07  -1.07  -0.31
O  1.55  0.51  -2.29  0.03
C  2.31  -0.51  -0.26  -0.02
C  2.03  -1.10  0.97  -0.04
H  1.34  -1.70  3.54  0.07
H  -0.24  -2.08  2.99  0.08
H  0.07  -0.45  3.57  0.08
H  -1.23  -0.16  1.17  0.11
H  -0.81  0.39  -1.14  0.07
H  1.16  1.38  -2.36  0.10
H  3.34  -0.53  -0.57  0.11
H  2.73  -1.78  1.42  0.11
C  -3.20  0.83  -1.46  -0.17
C  -3.29  1.95  -0.38  -0.15
H  -4.13  0.76  -2.03  0.06
H  -2.37  1.14  -2.10  0.05
H  -3.10  -0.15  -1.00  0.06
H  -2.51  2.69  -0.49  0.06
H  -4.32  2.30  -0.43  0.06
H  -3.02  1.56  0.61  0.05



--- x ---
Computed, not measured: 2 unconnected molecules or ions with the total composition C9H14O, with ωB97M-V with the def2-TZVPD basis set.

Results
Frontier orbital gap, Eh: 0.347
SMILES string: Cc1ccc(O)cc1.CC
M, g mol⁻¹: 138.2
Highest occupied orbital energy, eV: -8.5

Each line ends with the Löwdin charge.
Geometry (Å):
C  -2.33  0.50  2.61  -0.05
C  -0.98  0.46  1.95  -0.25
C  -0.43  1.66  1.39  -0.02
C  0.69  1.61  0.56  -0.02
C  1.31  0.38  0.22  -0.32
O  2.46  0.57  -0.55  0.01
C  0.74  -0.85  0.68  -0.04
C  -0.35  -0.72  1.52  -0.07
H  -2.35  -0.13  3.49  0.08
H  -2.92  0.03  1.85  0.08
H  -2.80  1.42  2.88  0.07
H  -0.91  2.52  1.63  0.07
H  0.99  2.54  0.06  0.12
H  3.12  1.05  -0.08  0.08
H  1.13  -1.84  0.37  0.12
H  -0.74  -1.70  1.77  0.11
C  0.89  -1.51  -2.80  -0.13
C  -0.07  -0.40  -2.32  -0.15
H  1.71  -1.18  -3.31  0.02
H  1.34  -2.02  -1.90  0.07
H  0.31  -2.26  -3.37  0.07
H  -0.57  -0.65  -1.43  0.03
H  -0.74  -0.03  -3.11  0.07
H  0.50  0.53  -2.10  0.06



--- y ---
Computed, not measured: 2 unconnected molecules or ions with the total composition C9H14O, with ωB97M-V with the def2-TZVPD basis set.

Results
Frontier orbital gap, Eh: 0.335
SMILES string: Cc1ccc(O)cc1.CC
M, g mol⁻¹: 138.2
Highest occupied orbital energy, eV: -8.3

Each line ends with the Löwdin charge.
Geometry (Å):
C  1.12  1.66  2.56  -0.07
C  1.26  1.17  1.13  -0.29
C  1.63  -0.18  1.00  -0.04
C  1.95  -0.64  -0.26  -0.01
C  1.87  0.32  -1.28  -0.32
O  2.04  -0.30  -2.51  0.02
C  1.44  1.61  -1.21  -0.03
C  1.07  2.05  0.07  -0.03
H  0.34  2.44  2.60  0.07
H  1.97  2.07  3.08  0.07
H  0.72  0.80  3.12  0.08
H  1.60  -0.97  1.75  0.11
H  2.22  -1.64  -0.53  0.12
H  1.68  0.14  -3.27  0.08
H  1.40  2.26  -2.09  0.12
H  0.54  2.95  0.39  0.11
C  -2.73  -1.55  -1.28  -0.19
C  -2.98  -1.85  0.18  -0.18
H  -2.22  -0.58  -1.49  0.06
H  -2.03  -2.23  -1.79  0.06
H  -3.62  -1.48  -1.91  0.06
H  -2.39  -2.71  0.54  0.07
H  -3.96  -2.32  0.33  0.06
H  -2.93  -1.03  0.89  0.06



--- z ---
Computed, not measured: 2 unconnected molecules or ions with the total composition C9H14O, with ωB97M-V with the def2-TZVPD basis set.

Results
Frontier orbital gap, Eh: 0.335
SMILES string: Cc1ccc(O)cc1.CC
M, g mol⁻¹: 138.2
Highest occupied orbital energy, eV: -8.3

Each line ends with the Löwdin charge.
Geometry (Å):
C  3.14  0.20  -0.34  -0.08
C  1.84  -0.25  0.28  -0.30
C  1.71  -1.65  0.11  -0.04
C  0.60  -2.17  0.81  -0.01
C  -0.36  -1.24  1.24  -0.32
O  -1.48  -1.74  1.92  -0.03
C  -0.27  0.14  1.20  -0.05
C  1.00  0.64  0.94  -0.03
H  3.55  1.07  0.16  0.06
H  2.87  0.55  -1.44  0.12
H  3.80  -0.66  -0.35  0.06
H  2.50  -2.11  -0.49  0.11
H  0.53  -3.26  0.89  0.11
H  -1.91  -2.55  1.46  0.15
H  -1.01  0.94  1.33  0.10
H  1.19  1.65  1.13  0.10
C  -1.88  1.13  -1.80  -0.17
C  -2.56  1.43  -0.46  -0.21
H  -0.86  0.84  -1.48  0.05
H  -2.25  0.23  -2.29  0.05
H  -1.97  2.08  -2.48  0.10
H  -3.57  1.88  -0.71  0.07
H  -2.11  2.27  0.14  0.07
H  -2.49  0.56  0.22  0.05



Which of them is the least stable? Correct choice: z.



--- w ---
Computed, not measured: 2 unconnected molecules or ions with the total composition C9H14O, with ωB97M-V with the def2-TZVPD basis set.

Results
Frontier orbital gap, Eh: 0.356
SMILES string: Cc1ccc(O)cc1.CC
M, g mol⁻¹: 138.2
Highest occupied orbital energy, eV: -8.8

Each line ends with the Löwdin charge.
Geometry (Å):
C  -0.07  0.59  -2.21  -0.05
C  0.14  -0.45  -1.13  -0.29
C  -0.90  -0.74  -0.28  -0.08
C  -0.92  -1.87  0.57  -0.01
C  0.08  -2.80  0.45  -0.33
O  0.01  -4.11  0.91  0.03
C  1.17  -2.47  -0.36  -0.02
C  1.25  -1.33  -1.15  -0.03
H  0.09  0.10  -3.17  0.08
H  0.61  1.43  -2.14  0.07
H  -1.12  0.89  -2.18  0.08
H  -1.61  0.03  0.01  0.10
H  -1.64  -1.81  1.38  0.12
H  0.21  -4.08  1.84  0.10
H  1.93  -3.23  -0.55  0.12
H  2.04  -1.21  -1.88  0.11
C  0.07  3.28  0.94  -0.15
C  -0.42  1.97  1.67  -0.14
H  0.65  3.02  0.05  0.04
H  -0.86  3.68  0.53  0.06
H  0.75  4.03  1.34  0.05
H  -1.47  1.80  1.49  0.05
H  0.21  1.25  1.16  0.04
H  -0.23  2.01  2.74  0.06



--- x ---
Computed, not measured: 2 unconnected molecules or ions with the total composition C9H14O, with ωB97M-V with the def2-TZVPD basis set.

Results
Frontier orbital gap, Eh: 0.341
SMILES string: Cc1ccc(O)cc1.CC
M, g mol⁻¹: 138.2
Highest occupied orbital energy, eV: -8.4

Each line ends with the Löwdin charge.
Geometry (Å):
C  2.81  -0.25  1.45  -0.07
C  1.38  0.02  1.08  -0.29
C  0.36  -0.59  1.80  -0.04
C  -0.98  -0.23  1.58  -0.03
C  -1.26  0.69  0.60  -0.33
O  -2.54  1.13  0.36  0.03
C  -0.25  1.39  -0.06  -0.03
C  1.06  1.05  0.20  -0.05
H  3.36  0.66  1.75  0.08
H  3.47  -0.59  0.64  0.08
H  2.91  -0.92  2.30  0.07
H  0.63  -1.46  2.39  0.11
H  -1.72  -0.71  2.20  0.11
H  -3.17  0.67  0.93  0.11
H  -0.54  2.30  -0.59  0.12
H  1.82  1.59  -0.36  0.12
C  -0.08  -0.58  -3.15  -0.17
C  -0.58  -1.92  -2.63  -0.16
H  -0.83  -0.09  -3.77  0.06
H  0.17  0.11  -2.37  0.02
H  0.78  -0.66  -3.81  0.06
H  -0.82  -2.59  -3.45  0.06
H  -1.44  -1.74  -1.99  0.05
H  0.19  -2.39  -2.02  0.06



Which of them is the least stable? Correct choice: w.



--- w ---
Computed, not measured: a gas-phase ion, C3H7N4 (charge +1), with ωB97M-V with the def2-TZVPD basis set.

Results
Frontier orbital gap (alpha / beta), Eh: 0.255 / 0.195
Charge: +1
M, g mol⁻¹: 99.1
Highest occupied orbital energy (alpha / beta), eV: -11.2 / -13.3
Multiplicity: 3

Each line ends with the Löwdin charge.
Geometry (Å):
C  1.78  0.94  -0.43  -0.08
C  0.31  0.64  -0.48  -0.06
C  -1.58  -0.39  0.75  -0.28
N  2.61  0.06  -0.07  -0.08
N  3.02  -0.88  0.54  0.14
N  -0.22  0.14  0.54  0.22
N  -2.35  -0.05  -0.32  0.09
H  2.24  1.87  -0.61  0.11
H  0.00  0.95  -1.48  0.14
H  -2.06  -0.05  1.70  0.15
H  -1.35  -1.46  0.92  0.15
H  3.36  -1.79  0.17  0.13
H  -2.97  0.80  -0.20  0.15
H  -2.79  -0.78  -1.04  0.20



--- x ---
Computed, not measured: a gas-phase ion, C3H7N4 (charge +1), with ωB97M-V with the def2-TZVPD basis set.

Results
Frontier orbital gap (alpha / beta), Eh: 0.228 / 0.309
Charge: +1
M, g mol⁻¹: 99.1
Highest occupied orbital energy (alpha / beta), eV: -9.9 / -15.0
Multiplicity: 3

Each line ends with the Löwdin charge.
Geometry (Å):
C  -1.89  0.39  0.15  -0.15
C  1.08  -0.24  0.09  -0.45
C  -2.67  -0.60  0.26  0.09
N  -1.01  1.23  0.00  0.09
N  2.33  0.16  0.39  0.18
N  0.36  1.09  -0.52  0.06
N  0.38  -1.16  -0.20  0.21
H  -2.55  -1.26  1.15  0.11
H  -3.58  -0.88  -0.24  0.08
H  2.62  1.13  0.38  0.12
H  3.09  -0.49  0.39  0.13
H  0.44  0.79  -1.58  0.23
H  0.92  1.99  -0.28  0.19
H  0.48  -2.15  0.03  0.12



Which of them is the least stable? Correct choice: x.



--- w ---
Computed, not measured: a molecular structure, C6H7NO, with ωB97M-V with the def2-TZVPD basis set.

Results
Frontier orbital gap, Eh: 0.384
M, g mol⁻¹: 109.1
Highest occupied orbital energy, eV: -9.5

Each line ends with the Löwdin charge.
Geometry (Å):
C  1.90  -0.40  -0.02  -0.42
C  0.31  0.64  -0.45  -0.30
C  -1.11  0.89  0.12  -0.14
C  -1.78  -0.45  -0.11  -0.11
C  -0.88  -1.46  -0.21  -0.05
C  0.44  -0.79  0.08  -0.17
H  2.30  1.65  -0.18  0.12
H  0.47  0.58  -1.53  0.16
H  -0.79  1.15  1.16  0.13
H  -1.64  1.88  -0.20  0.13
H  -2.94  -0.59  0.04  0.14
H  -1.22  -2.52  0.05  0.13
H  0.31  -0.75  1.22  0.18
N  1.61  1.00  0.09  0.12
O  3.02  -0.85  -0.05  0.09



--- x ---
Computed, not measured: 2 unconnected molecules or ions with the total composition C6H7NO, with ωB97M-V with the def2-TZVPD basis set.

Results
Frontier orbital gap, Eh: 0.368
M, g mol⁻¹: 109.1
Highest occupied orbital energy, eV: -9.9

Each line ends with the Löwdin charge.
Geometry (Å):
C  -0.65  1.59  -0.08  -0.23
C  -0.61  0.04  0.03  -0.32
C  0.51  -0.54  -1.03  -0.14
C  1.54  -0.40  -0.01  -0.22
C  0.50  -0.69  1.08  -0.06
C  -2.10  -0.32  0.16  -0.14
H  -1.95  2.24  -0.10  0.21
H  0.10  -1.55  -1.30  0.15
H  0.52  0.16  -1.75  0.07
H  2.27  0.34  0.05  0.08
H  2.41  -1.25  -0.41  0.18
H  0.46  0.08  1.84  0.09
H  0.12  -1.78  1.44  0.17
N  -3.34  -0.32  -0.07  0.11
O  0.22  2.39  0.15  0.04



--- y ---
Computed, not measured: a single C6H7NO molecule, with ωB97M-V with the def2-TZVPD basis set.

Results
Frontier orbital gap, Eh: 0.368
SMILES string: C=C(C)OC(=C)C#N
M, g mol⁻¹: 109.1
Highest occupied orbital energy, eV: -9.3

Each line ends with the Löwdin charge.
Geometry (Å):
C  -1.62  0.83  -1.53  0.07
C  -1.06  0.36  -0.44  -0.29
C  -1.65  -0.12  0.84  -0.03
O  0.43  0.30  -0.71  -0.04
C  1.48  -0.19  -0.03  -0.38
C  1.68  -1.27  0.74  0.10
C  2.57  0.73  -0.20  -0.16
N  3.48  1.44  -0.29  0.17
H  -0.82  1.12  -2.24  0.10
H  -2.68  0.95  -1.64  0.07
H  -2.72  0.05  0.80  0.09
H  -1.24  0.45  1.67  0.09
H  -1.39  -1.16  1.02  0.08
H  2.68  -1.57  0.96  0.07
H  0.87  -1.91  1.05  0.06



--- z ---
Computed, not measured: a single C6H7NO molecule, with ωB97M-V with the def2-TZVPD basis set.

Results
Frontier orbital gap (alpha / beta), Eh: 0.224 / 0.303
M, g mol⁻¹: 109.1
Highest occupied orbital energy (alpha / beta), eV: -7.1 / -8.3

Each line ends with the Löwdin charge.
Geometry (Å):
C  -1.22  1.35  0.16  -0.05
C  -1.01  -1.82  -0.28  -0.02
C  1.47  -0.89  0.00  -0.28
C  0.04  -0.79  -0.07  -0.24
N  -0.06  0.56  -0.17  -0.07
C  1.48  0.83  0.01  -0.15
C  2.20  1.86  0.10  0.16
O  2.28  -1.69  0.35  0.09
H  -2.03  1.09  -0.52  0.09
H  -1.57  1.19  1.18  0.09
H  -0.97  2.40  0.03  0.09
H  -1.48  -1.73  -1.26  0.09
H  -0.55  -2.81  -0.19  0.09
H  -1.79  -1.73  0.48  0.08
H  3.21  2.19  0.17  0.03



Which of them is the least stable? Correct choice: x.